Entry 1:
{"formula": "C16H16N2O4", "method": "ωB97M-V/def2-TZVPD", "relative_energy_kj_mol": 86.56, "smiles": "CC(C)OC(=O)c1ccc(COC(=O)c2cnccn2)cc1", "gap_ha": 0.34974, "homo_ev": -9.611, "total_charge": 0, "elements": ["C", "C", "C", "O", "C", "O", "C", "C", "C", "C", "C", "O", "C", "O", "C", "C", "N", "C", "C", "N", "C", "C", "H", "H", "H", "H", "H", "H", "H", "H", "H", "H", "H", "H", "H", "H", "H", "H"], "xyz": [[2.90, -5.41, -2.45], [3.14, -3.91, -2.57], [4.57, -3.53, -2.23], [2.28, -3.21, -1.65], [1.04, -2.95, -2.05], [0.60, -3.25, -3.14], [0.25, -2.22, -1.02], [0.78, -1.95, 0.24], [0.01, -1.27, 1.17], [-1.29, -0.87, 0.86], [-2.09, -0.10, 1.88], [-1.55, 1.21, 2.07], [-1.90, 2.13, 1.15], [-2.64, 1.92, 0.23], [-1.25, 3.45, 1.45], [-0.40, 3.64, 2.54], [0.16, 4.82, 2.78], [-0.12, 5.80, 1.94], [-0.96, 5.61, 0.85], [-1.52, 4.44, 0.61], [-1.80, -1.13, -0.40], [-1.04, -1.81, -1.34], [3.55, -5.95, -3.13], [1.87, -5.65, -2.70], [3.10, -5.74, -1.43], [2.88, -3.58, -3.59], [4.81, -3.85, -1.22], [5.25, -4.00, -2.93], [4.69, -2.45, -2.29], [1.78, -2.26, 0.48], [0.41, -1.06, 2.15], [-2.03, -0.57, 2.86], [-3.13, -0.02, 1.56], [-0.17, 2.84, 3.23], [0.35, 6.75, 2.15], [-1.20, 6.40, 0.15], [-2.79, -0.79, -0.66], [-1.42, -2.02, -2.32]], "lowdin_charge": [-0.0314, -0.4020, -0.0366, 0.0086, -0.4432, 0.1151, -0.1168, -0.0013, -0.0155, -0.1910, -0.1060, 0.0005, -0.4323, 0.1418, -0.1591, -0.0573, 0.0822, -0.1118, -0.1036, 0.1495, -0.0111, 0.0078, 0.0837, 0.0801, 0.0856, 0.1444, 0.0829, 0.0827, 0.0817, 0.1173, 0.1188, 0.1358, 0.1302, 0.1185, 0.1049, 0.1070, 0.1183, 0.1216]}


Entry 2:
{"formula": "C24H43BrClN2O3PmSi", "method": "ωB97M-V/def2-TZVPD", "multiplicity": 5, "gap_ha": [0.27039, 0.27209], "homo_ev": [-13.630, -13.639], "total_charge": 2, "elements": ["Pm", "Cl", "C", "C", "C", "C", "O", "C", "C", "O", "C", "H", "H", "H", "H", "C", "C", "C", "C", "Si", "Br", "C", "C", "C", "C", "C", "C", "C", "C", "H", "H", "H", "H", "H", "H", "H", "H", "H", "H", "H", "H", "H", "H", "H", "H", "H", "H", "H", "H", "H", "H", "H", "H", "H", "H", "H", "C", "N", "C", "C", "O", "N", "C", "C", "H", "H", "H", "H", "H", "H", "H", "H", "H", "H", "H", "H"], "xyz": [[0.63, 0.74, -2.16], [0.84, -6.53, -3.53], [1.07, -4.89, -3.10], [2.23, -4.51, -2.40], [2.44, -3.21, -2.02], [1.50, -2.20, -2.31], [1.74, -0.97, -1.91], [0.32, -2.58, -3.03], [-0.73, -1.70, -3.36], [-0.83, -0.47, -3.06], [0.15, -3.94, -3.41], [2.97, -5.27, -2.15], [3.32, -2.92, -1.47], [-1.57, -2.13, -3.93], [-0.75, -4.22, -3.95], [-2.00, 1.16, 5.37], [-1.60, 1.44, 3.91], [-0.11, 1.84, 3.87], [-2.41, 2.63, 3.37], [-1.98, -0.15, 2.90], [-0.16, 0.89, 0.32], [-0.98, -1.75, 3.23], [-1.80, -2.62, 4.20], [0.38, -1.44, 3.87], [-0.70, -2.54, 1.94], [-3.67, -0.30, 2.00], [-3.89, 0.83, 0.98], [-3.80, -1.63, 1.24], [-4.78, -0.23, 3.07], [-1.81, 2.07, 5.95], [-1.41, 0.36, 5.81], [-3.06, 0.91, 5.47], [0.01, 2.77, 4.42], [0.22, 2.00, 2.85], [0.53, 1.09, 4.33], [-2.15, 3.52, 3.95], [-3.48, 2.49, 3.48], [-2.17, 2.83, 2.33], [-1.97, -2.13, 5.15], [-1.25, -3.55, 4.39], [-2.77, -2.90, 3.78], [0.27, -0.95, 4.84], [0.99, -0.81, 3.22], [0.91, -2.37, 4.05], [-1.60, -3.00, 1.54], [0.00, -3.34, 2.16], [-0.26, -1.91, 1.16], [-3.10, 0.84, 0.22], [-3.94, 1.81, 1.44], [-4.84, 0.66, 0.47], [-3.04, -1.71, 0.46], [-4.78, -1.66, 0.76], [-3.74, -2.49, 1.90], [-4.76, 0.72, 3.62], [-4.70, -1.04, 3.80], [-5.75, -0.31, 2.58], [4.56, 2.35, -5.71], [3.20, 2.24, -5.19], [2.20, 1.79, -6.15], [2.88, 2.36, -3.90], [1.75, 1.93, -3.48], [3.74, 2.87, -3.00], [3.50, 2.56, -1.59], [4.59, 4.04, -3.24], [4.70, 1.60, -6.48], [5.29, 2.18, -4.93], [4.73, 3.33, -6.16], [2.29, 2.39, -7.06], [1.21, 1.92, -5.75], [2.35, 0.74, -6.41], [3.40, 1.47, -1.47], [2.61, 3.06, -1.18], [4.36, 2.88, -1.03], [4.51, 4.37, -4.27], [5.63, 3.80, -3.02], [4.27, 4.86, -2.61]], "lowdin_charge": [1.3854, 0.7367, -0.6582, -0.0348, 0.0194, -0.3007, -0.2581, -0.1200, -0.1128, -0.1884, -0.0371, 0.1259, 0.1316, 0.1521, 0.1268, -0.0648, -0.6200, -0.1017, -0.0903, 1.0848, 0.1790, -0.6164, -0.0649, -0.0917, -0.0962, -0.6134, -0.0962, -0.0909, -0.0660, 0.1042, 0.0768, 0.0833, 0.0990, 0.0172, 0.0625, 0.0999, 0.0730, 0.0757, 0.0865, 0.1044, 0.0713, 0.0745, 0.0810, 0.0983, 0.0647, 0.0968, 0.0321, 0.0344, 0.0650, 0.0984, 0.0777, 0.0992, 0.0721, 0.0718, 0.0879, 0.1038, -0.0139, -0.0980, -0.0003, -0.4272, -0.2305, -0.1179, -0.0288, -0.0157, 0.1049, 0.0996, 0.1043, 0.1083, 0.0880, 0.1074, 0.0833, 0.0963, 0.1100, 0.0849, 0.1069, 0.1076]}